No. 1
ORCA calculation (wB97M-V/def2-TZVPD) on C16H16N2OS as an isolated structure at a distorted geometry.

energy above the lowest of the compared OMol25 structures with the same formula, charge and spin	7.626	eV
HOMO level	-7.485	eV
Kohn-Sham gap	8.14	eV
LUMO	0.7	eV

Atoms and positions in Å:
S (-4.1636, -1.4384, 0.1791)
O (-3.6483, 2.3154, -0.0040)
N (-2.4580, 0.7183, 1.1655)
N (3.5516, -0.2076, -0.6264)
C (-1.3304, 1.5262, 1.5233)
C (-5.6629, -2.0260, -0.2151)
C (-0.1004, 1.1666, 0.9407)
C (0.6777, 0.0378, 1.3214)
C (0.3505, 1.7395, -0.1060)
C (3.9362, -1.1733, 0.2817)
C (-3.3366, 1.2374, 0.2101)
C (5.0537, -2.0037, 0.2439)
C (2.2784, 0.4603, -0.3646)
C (-4.4164, 0.0365, -0.1715)
C (2.9508, -1.1275, 1.1952)
C (1.6028, 1.4964, -0.9815)
C (1.9035, -0.2400, 0.8721)
C (-5.6209, 0.2752, -0.6775)
C (-6.2103, -0.9145, -0.9519)
C (4.2863, 0.3776, -1.7161)
H (4.3858, -0.5432, -2.4334)
H (-5.8250, -3.0796, -0.3639)
H (5.0097, -2.6329, -0.8307)
H (5.3910, 0.1916, -1.5193)
H (-1.2991, 1.8316, 2.5149)
H (5.9471, -1.1962, 0.2892)
H (-7.1077, -1.3009, -1.5699)
H (4.9768, -2.8231, 0.9456)
H (-2.3624, -0.2366, 1.4245)
H (2.7677, -1.8594, 2.0684)
H (-5.7689, 1.2902, -1.2691)
H (1.9672, 1.9539, -1.8799)
H (0.2507, -0.2891, 2.2432)
H (3.8531, 1.1705, -2.3157)
H (-1.6249, 2.6318, 1.1663)
H (-0.2049, 2.6351, -0.5888)

Population analysis type natural (NBO), resulting atomic charges in e: number 1, S, carries 0.6015; number 2, O, carries -0.5489; number 3, N, carries -0.6381; number 4, N, carries -0.3782; number 5, C, carries -0.2542; number 6, C, carries -0.5184; number 7, C, carries -0.1416; number 8, C, carries -0.1604; number 9, C, carries -0.1245; number 10, C, carries 0.1678; number 11, C, carries 0.7440; number 12, C, carries -0.6358; number 13, C, carries 0.1810; number 14, C, carries -0.4440; number 15, C, carries -0.2910; number 16, C, carries -0.2889; number 17, C, carries -0.0949; number 18, C, carries -0.2719; number 19, C, carries -0.2205; number 20, C, carries -0.4398; number 21, H, carries 0.1877; number 22, H, carries 0.2417; number 23, H, carries 0.2226; number 24, H, carries 0.2201; number 25, H, carries 0.2133; number 26, H, carries 0.2369; number 27, H, carries 0.2296; number 28, H, carries 0.2533; number 29, H, carries 0.4067; number 30, H, carries 0.2113; number 31, H, carries 0.2492; number 32, H, carries 0.2266; number 33, H, carries 0.1905; number 34, H, carries 0.2394; number 35, H, carries 0.2307; number 36, H, carries 0.1971



No. 2
ORCA calculation (wB97M-V/def2-TZVPD) on C16H16N3NiO3S2 as an isolated structure.

HOMO level (spin up / spin down)	-10.468 / -10.468	eV
Kohn-Sham gap (spin up / spin down)	6.25 / 6.25	eV
total charge	+1
LUMO (spin up / spin down)	-4.2 / -4.2	eV

Atoms and positions in Å:
Ni (0.8047, 0.9121, -0.0444)
S (-2.8982, -1.6714, -0.6144)
S (-2.7346, 1.2762, -0.3639)
O (0.8903, 1.3276, 2.0845)
O (1.8626, -0.5589, -0.2203)
O (-0.1173, -4.2862, -0.5267)
N (0.1857, 2.7581, 0.0360)
N (-0.1248, -1.6421, -0.4664)
N (-0.6182, -0.3391, -0.4180)
C (-0.1344, 3.4169, -1.0926)
C (3.3324, -5.3128, -0.3891)
C (1.2158, -4.1702, -0.4540)
C (-0.2355, 5.4845, 0.0723)
C (-0.3501, 4.7749, -1.1167)
C (-1.9032, -0.2566, -0.4594)
C (-4.3139, 0.6020, -0.9490)
C (0.3032, 3.4423, 1.1843)
C (0.6876, 2.6867, 2.4317)
C (1.9576, -5.3536, -0.4532)
C (1.8882, -2.9354, -0.3782)
C (1.1722, -1.6605, -0.3521)
C (3.2890, -2.9247, -0.3142)
C (0.0925, 4.8113, 1.2331)
C (-4.4578, -0.7839, -0.3535)
C (4.0106, -4.0945, -0.3218)
H (1.4206, -6.2901, -0.5099)
H (-0.2278, 2.8098, -1.9831)
H (5.0902, -4.0704, -0.2788)
H (-5.1030, 1.2722, -0.6117)
H (-5.2458, -1.3503, -0.8477)
H (-0.1256, 2.7654, 3.1592)
H (-0.5110, -3.3934, -0.5338)
H (1.4046, 0.8494, 2.7444)
H (0.1941, 5.3371, 2.1727)
H (-0.6029, 5.2629, -2.0460)
H (-0.3963, 6.5539, 0.0892)
H (-4.6674, -0.7371, 0.7143)
H (1.5868, 3.1267, 2.8682)
H (3.7934, -1.9699, -0.2626)
H (-4.3040, 0.5717, -2.0372)
H (3.8895, -6.2406, -0.3910)

Population analysis type natural (NBO), resulting atomic charges in e: number 1, Ni, carries 1.2118; number 2, S, carries 0.3777; number 3, S, carries 0.2976; number 4, O, carries -0.7552; number 5, O, carries -0.7146; number 6, O, carries -0.6636; number 7, N, carries -0.5510; number 8, N, carries -0.4729; number 9, N, carries -0.4194; number 10, C, carries 0.0688; number 11, C, carries -0.1461; number 12, C, carries 0.3648; number 13, C, carries -0.1069; number 14, C, carries -0.2418; number 15, C, carries -0.0676; number 16, C, carries -0.5204; number 17, C, carries 0.2153; number 18, C, carries -0.1018; number 19, C, carries -0.2744; number 20, C, carries -0.1949; number 21, C, carries 0.5810; number 22, C, carries -0.1506; number 23, C, carries -0.2329; number 24, C, carries -0.5426; number 25, C, carries -0.2600; number 26, H, carries 0.2339; number 27, H, carries 0.2291; number 28, H, carries 0.2227; number 29, H, carries 0.2521; number 30, H, carries 0.2559; number 31, H, carries 0.2131; number 32, H, carries 0.5064; number 33, H, carries 0.5216; number 34, H, carries 0.2425; number 35, H, carries 0.2499; number 36, H, carries 0.2441; number 37, H, carries 0.2335; number 38, H, carries 0.2122; number 39, H, carries 0.2249; number 40, H, carries 0.2352; number 41, H, carries 0.2228



No. 3
ORCA calculation (wB97M-V/def2-TZVPD) on one molecule with the formula C16H16N4OS2.

energy above the lowest of the compared OMol25 structures with the same formula, charge and spin	0.000	eV
structure (SMILES)	CCCc1nc(SCC(=O)Nc2nccs2)c2ccccc2n1
HOMO level	-8.421	eV
Kohn-Sham gap	8.21	eV
LUMO	-0.2	eV

Atoms and positions in Å:
S (0.7608, 1.7290, 2.2447)
S (-3.8078, 0.2003, -0.4568)
O (-2.4583, -0.3557, 1.6751)
N (0.1948, -0.1643, 0.5490)
N (-1.9143, 1.6638, 0.8230)
N (1.4350, -0.9096, -1.2968)
N (-2.8512, 2.4930, -1.1553)
C (1.1024, 0.7235, 0.8440)
C (3.5298, 0.0911, -1.8491)
C (3.2953, 1.8243, 0.3430)
C (4.3894, 1.8823, -0.4774)
C (-2.7632, 1.5805, -0.2492)
C (-3.7695, 2.1503, -2.0940)
C (-0.3409, -3.1224, 1.4729)
C (4.5029, 1.0132, -1.5740)
C (2.2831, 0.8885, 0.0828)
C (-0.3339, -3.3014, -0.0393)
C (-1.7459, 0.6234, 1.6938)
C (0.3920, -0.9664, -0.5172)
C (-0.6589, -1.9921, -0.7740)
C (-4.3878, 0.9612, -1.8968)
C (2.3911, 0.0026, -1.0257)
C (-0.7458, 0.8826, 2.8034)
H (-0.2439, -4.0845, 1.9710)
H (3.1875, 2.4834, 1.1928)
H (-3.9406, 2.8277, -2.9103)
H (-1.1891, 1.5349, 3.5577)
H (5.1739, 2.5985, -0.2852)
H (-0.7070, -2.1801, -1.8467)
H (-1.0866, -4.0405, -0.3195)
H (-1.3059, 2.4718, 0.8545)
H (-1.6163, -1.6171, -0.4126)
H (0.4863, -2.4902, 1.7893)
H (5.3763, 1.0788, -2.2061)
H (0.6407, -3.6663, -0.3711)
H (-5.1364, 0.4913, -2.5001)
H (-0.4708, -0.0686, 3.2586)
H (3.6027, -0.5838, -2.6869)
H (-1.2697, -2.6531, 1.7888)

Population analysis type natural (NBO), resulting atomic charges in e: number 1, S, carries 0.2615; number 2, S, carries 0.4395; number 3, O, carries -0.6159; number 4, N, carries -0.5292; number 5, N, carries -0.6410; number 6, N, carries -0.4577; number 7, N, carries -0.4802; number 8, C, carries 0.1431; number 9, C, carries -0.1934; number 10, C, carries -0.1757; number 11, C, carries -0.2170; number 12, C, carries 0.2178; number 13, C, carries -0.0448; number 14, C, carries -0.6166; number 15, C, carries -0.1823; number 16, C, carries -0.1181; number 17, C, carries -0.3745; number 18, C, carries 0.7300; number 19, C, carries 0.4535; number 20, C, carries -0.4549; number 21, C, carries -0.4800; number 22, C, carries 0.1786; number 23, C, carries -0.6127; number 24, H, carries 0.2075; number 25, H, carries 0.2188; number 26, H, carries 0.2085; number 27, H, carries 0.2562; number 28, H, carries 0.2193; number 29, H, carries 0.2288; number 30, H, carries 0.2040; number 31, H, carries 0.4271; number 32, H, carries 0.2342; number 33, H, carries 0.1966; number 34, H, carries 0.2189; number 35, H, carries 0.2012; number 36, H, carries 0.2370; number 37, H, carries 0.2582; number 38, H, carries 0.2296; number 39, H, carries 0.2239



Calculated values (Eh) of total energy for the records, taken in order: -1201.99491 -3313.77226 -1709.99670.